Molecular formula: C29H43BBrF16O5
Method: DFT, wB97M-V/def2-TZVPD

Properties
Charge   -1
Lowest unoccupied orbital energy   1.4 eV
F_max   0.0740 hartree/bohr

```
95
Properties=species:S:1:pos:R:3:mulliken_charge:R:1
C 4.54408 8.09136 0.11710 -0.306
C 3.58369 7.89904 -0.62193 -1.150
C 2.39026 7.74133 -1.45405 0.390
O 2.32257 8.78397 -2.39475 -0.841
B 2.95226 8.24788 -3.59955 1.394
Br 4.94668 8.62614 -3.90726 -0.447
O 2.72177 6.78006 -3.59403 -0.863
C 2.30328 6.44601 -2.30645 1.121
C 3.36107 5.44779 -1.77428 -1.794
C 3.25300 4.09682 -2.48067 0.671
C 4.47706 3.23408 -2.18754 -1.322
C 4.19902 1.74899 -2.33660 -1.000
C 3.29175 1.19925 -1.21274 -0.021
C 2.22405 0.24146 -1.74558 -1.105
C 0.98986 0.96255 -2.30670 -0.428
C -0.15446 1.06930 -1.30924 -0.964
C 0.06113 2.08881 -0.16814 0.085
C 0.03140 1.44051 1.22595 -0.129
C 1.41192 1.41406 1.91361 -1.428
O 1.11870 5.70230 -2.23140 -0.273
C -0.05798 6.44968 -2.47102 -0.741
C -0.26008 6.84244 -3.92209 -0.644
C -0.20439 5.66454 -4.88676 -0.182
C -1.32528 4.66210 -4.60982 -1.173
H 5.33799 8.41128 0.71858 0.515
H 1.56825 7.73202 -0.73373 0.378
H 2.31944 8.71966 -4.53630 -0.393
H 4.36696 5.81883 -1.92537 0.391
H 3.17624 5.24821 -0.71832 0.397
H 2.37937 3.59771 -2.08539 -0.576
H 3.18424 4.24485 -3.55270 0.482
H 5.25419 3.48521 -2.90589 0.497
H 4.88097 3.47780 -1.20751 0.410
H 5.15137 1.23211 -2.22354 0.378
H 3.82631 1.48740 -3.32314 0.439
H 3.91221 0.69376 -0.48241 0.569
H 2.84943 2.07020 -0.74951 -0.110
H 1.93465 -0.51512 -1.01989 0.438
H 2.68309 -0.29173 -2.57536 0.475
H 1.26237 1.92364 -2.72497 0.021
H 0.62347 0.36639 -3.14098 0.454
H -0.37454 0.08313 -0.91634 0.463
H -1.05127 1.36962 -1.84571 0.381
H 0.94118 2.70296 -0.30097 -0.173
H -0.78707 2.76522 -0.18646 0.450
H -0.64805 1.96513 1.88612 0.510
H -0.31963 0.41609 1.17753 -0.212
H 1.93234 0.48254 1.72957 0.292
H 2.01954 2.26242 1.62265 0.304
H 1.26120 1.48078 2.98708 0.430
H -0.88213 5.80014 -2.19188 0.690
H -0.15505 7.34015 -1.84849 0.280
H -1.28092 7.22748 -3.98925 0.516
H 0.38456 7.65098 -4.24432 0.054
H 0.78085 5.21471 -4.91839 0.155
H -0.39180 6.08324 -5.87378 0.374
H -2.26189 5.20961 -4.55046 0.309
H -1.13067 4.16472 -3.66775 0.154
H -1.45189 3.94793 -5.41460 0.401
C -3.07078 -1.88204 4.24807 -0.924
C -2.60685 -1.27693 2.90680 1.124
C -3.67441 -0.91782 1.86764 0.075
F -4.38070 -1.99031 1.46316 -0.225
F -3.06877 -0.40136 0.77490 -0.209
F -1.66316 -2.07321 2.36208 -0.309
F -1.99544 -0.10164 3.22089 -0.328
O -2.99356 -3.29346 4.43936 -0.380
C -3.99933 -4.15518 4.05355 0.742
C -3.54326 -5.12597 2.96111 0.358
F -3.10277 -4.47103 1.87266 -0.256
F -4.58163 -5.90741 2.58139 -0.278
F -5.11843 -3.48727 3.71283 -0.294
F -4.31204 -4.89895 5.13865 -0.295
H -2.35951 -1.49671 4.97700 0.420
H -4.04025 -1.49007 4.55446 0.336
H -4.36434 -0.16842 2.26591 0.260
H -2.73677 -5.76001 3.32994 0.180
C -2.29288 -11.82184 2.59795 -0.708
C -1.78266 -11.78074 4.05327 0.888
C -2.65285 -11.09058 5.10937 0.085
F -2.84528 -9.78611 4.84614 -0.194
F -2.03277 -11.16982 6.31038 -0.268
F -0.53090 -11.27801 4.07410 -0.270
F -1.68878 -13.08167 4.45395 -0.327
O -1.78592 -10.87996 1.65621 -0.387
C -2.33601 -9.62353 1.49488 0.776
C -1.35496 -8.50766 1.86589 0.206
F -0.92798 -8.62218 3.13707 -0.238
F -1.97355 -7.31036 1.74473 -0.176
F -3.50893 -9.50851 2.14458 -0.278
F -2.60908 -9.48467 0.18116 -0.307
H -1.93112 -12.77388 2.21246 0.395
H -3.37977 -11.88576 2.55281 0.336
H -3.62566 -11.58332 5.19117 0.264
H -0.48288 -8.53045 1.20952 0.216
```